Density functional theory data (wB97M-V/def2-TZVPD) for a structure of composition C20H27KN7O9P2S2 in a non-equilibrium geometry.

Summary:
* LUMO: 1.988 eV
* HOMO-LUMO gap: 6.02 eV

ORCA input file:
```
! RIJCOSX wB97M-V def2-TZVPD def2/J DEFGRID3
* xyz -1 1
K -0.06934 -1.58929 -0.13455
S 3.61152 -1.07321 -0.05519
S 3.99015 -2.11410 2.93107
P -0.03582 0.93558 -2.35288
P -2.61728 0.78834 -4.03947
O -0.00188 -0.58785 -2.54195
O -3.58977 1.04816 -2.95108
O -0.71665 1.54542 -1.16162
O -0.22169 1.17334 -5.11554
O 3.90202 -2.48032 -0.15058
O -2.15759 -0.75367 -4.12490
O -3.22475 1.02516 -5.54273
O 1.44407 1.44537 -2.63153
O 3.02940 -0.38572 -1.18523
N -4.98644 -2.61384 -0.22559
N -6.73990 -3.00679 -1.61107
N 1.38384 -1.46815 3.12849
N -4.65457 -2.44658 -2.53874
N 7.97694 2.49207 1.46200
N 2.46752 -0.89073 1.15845
N -2.53255 -2.48945 0.19323
C 2.47073 -1.43929 2.32252
C 4.71696 1.27720 0.42433
C 7.26459 0.25636 1.03803
C 1.65626 -2.28359 4.11087
C -4.89688 0.24797 3.44243
C -3.26979 0.40763 1.69233
C -0.79828 3.06128 -3.87126
C 7.00238 1.62193 1.07403
C -5.42457 -2.71760 -1.49565
C -0.93288 1.06486 2.16029
C -2.70618 1.00570 3.92528
C -0.92158 1.57802 -3.97583
C -3.99569 0.75020 4.35856
C 5.77997 2.14366 0.63562
C -3.68117 -2.64816 -0.10829
C 6.24902 -0.60885 0.67509
C -4.55415 0.00218 2.10647
C 2.99558 -2.74461 4.15625
C 4.98756 -0.09586 0.41761
C -2.34988 0.82078 2.59879
H -3.99503 1.57360 -5.41571
H 5.69515 3.21742 0.57462
H -1.95729 1.32703 4.62579
H -7.13694 -3.33474 -0.75049
H 3.68744 1.59858 0.37421
H -0.56661 1.87216 2.77738
H -0.78377 3.50767 -4.90126
H 7.68846 3.42347 1.63176
H 2.11425 0.82995 -2.24399
H -5.30749 -0.47205 1.45729
H -4.29935 1.01870 5.37738
H 8.74559 2.18183 2.00961
H -5.90896 0.01547 3.78265
H -3.75106 -1.96427 -2.32639
H 0.88519 -2.50622 4.87397
H -5.09194 -2.23759 -3.43505
H -1.66819 3.47655 -3.28741
H -0.25220 0.13706 2.37324
H 6.41747 -1.66285 0.53758
H 8.24553 -0.06910 1.42423
H 0.10104 0.25891 -4.96427
H -7.04491 -3.42359 -2.48287
H -1.34344 -0.84682 -3.54220
H 0.12704 3.29645 -3.35855
H -0.81044 1.35717 1.14157
H -3.03232 0.57893 0.64950
H 3.39358 -3.40726 4.89930
*
```

---

Density functional theory data (wB97M-V/def2-TZVPD) for the molecule C20H27N3O in a non-equilibrium geometry.

Summary:
* LUMO: 0.501 eV
* HOMO-LUMO gap: 8.11 eV
* SMILES: C=C(C)[C@H]1CC=C(C)/C(=N/NC(=O)CNc2ccc(C)cc2C)C1

ORCA input file:
```
! RIJCOSX wB97M-V def2-TZVPD def2/J DEFGRID3
* xyz 0 1
O -1.78025 -0.00189 1.24116
N -3.19059 -0.59900 -1.00737
N 0.81862 0.86928 1.16276
N 0.04838 0.69044 0.07292
C 3.05220 3.99079 0.18505
C -3.20828 -1.96487 -1.29794
C -3.87033 -4.21386 -0.77915
C 4.72273 2.37997 1.25520
C 2.84019 1.51737 -0.14079
C -3.42794 -6.14510 -2.31574
C -1.23983 0.25978 0.19430
C -2.69967 -2.43165 -2.50704
C 2.03701 1.23937 1.10607
C 2.73998 1.33839 2.37957
C -3.81170 -2.87913 -0.41949
C -1.96341 0.14444 -1.15646
C -2.76347 -3.77185 -2.83887
C 2.71100 4.54770 1.33499
C 2.70712 4.63106 -1.12875
C -4.36983 -2.42345 0.89763
C 3.97462 1.84645 2.43306
C -3.34873 -4.68594 -1.97807
C 3.81409 2.68860 0.06303
C 2.01026 0.85510 3.59284
H -2.93338 -6.74147 -1.54945
H 1.07617 1.40119 3.69826
H -3.62381 -1.86105 1.46072
H 1.75335 -0.19554 3.47931
H 3.41391 0.61526 -0.38026
H -3.58635 -0.40508 -0.09312
H 2.19067 1.73422 -0.99291
H -2.26178 -1.73545 -3.20815
H 2.19551 3.92805 -1.78522
H 4.43919 2.76222 -0.83586
H 2.61351 0.98597 4.48715
H -1.31201 -0.33657 -1.88828
H 0.41345 0.87229 -0.86198
H -5.24265 -1.78581 0.75022
H 5.27147 3.27966 1.54394
H -4.67399 -3.27988 1.49414
H -4.46728 -6.46833 -2.36894
H 3.61630 4.95281 -1.63759
H 2.95558 4.11394 2.28750
H -2.35683 -4.10448 -3.78372
H 5.46779 1.63464 0.95127
H -4.32897 -4.91806 -0.09799
H 2.16100 5.47358 1.36350
H 2.06768 5.49731 -0.98387
H -2.19375 1.16085 -1.50453
H 4.49666 1.88592 3.37977
H -2.95361 -6.34817 -3.27282
*
```

---

Density functional theory data (wB97M-V/def2-TZVPD) for the molecule C20H27N3O4S in a non-equilibrium geometry.

Summary:
* LUMO: 0.737 eV
* HOMO-LUMO gap: 8.65 eV
* SMILES: CSc1ccccc1OCc1cc(C(=O)NCC(C)(C)N2CCOCC2)no1

ORCA input file:
```
! RIJCOSX wB97M-V def2-TZVPD def2/J DEFGRID3
* xyz 0 1
S 2.60946 -2.39173 -4.18113
O -0.42453 -3.45668 0.77605
O -2.56543 -0.11770 -1.36617
O 1.91196 -3.69602 -1.88304
O 1.43947 1.90673 0.71083
N -1.34797 -2.49395 0.98146
N -1.27606 1.71731 1.53795
N -2.95549 -0.29062 0.86420
C -0.91814 2.20239 0.21305
C -0.23811 2.14001 2.46019
C -1.52359 -1.86895 -0.15972
C 3.65353 -0.03563 -1.03006
C 3.49644 -0.47472 -2.33517
C 3.23334 -0.82186 0.02353
C 2.90643 -1.70111 -2.58634
C -3.15820 3.37112 1.79774
C 2.47582 -2.49864 -1.51558
C -0.02553 -3.42346 -0.50663
C -3.54947 1.00819 1.03435
C 3.20067 -1.09046 -5.30509
C -0.69465 -2.42961 -1.16253
C -2.39706 -0.67673 -0.29880
C 1.08290 1.50769 2.01082
C -2.87738 1.46991 3.39076
C 0.41424 1.57043 -0.19348
C 1.06478 -4.33783 -0.96289
C 2.64117 -2.05391 -0.21573
C -2.67147 1.91980 1.93776
H 3.01101 -1.46358 -6.30646
H 1.89997 1.81977 2.66446
H -0.45119 1.79212 3.46843
H 0.30060 0.47661 -0.23835
H 1.61412 -4.71795 -0.09046
H 3.82727 0.15179 -3.14728
H -3.12448 3.69639 0.76158
H 0.73178 1.93586 -1.17089
H 2.31774 -2.65642 0.61929
H -2.53556 4.03528 2.39314
H 0.97773 0.41207 2.04757
H -4.54257 0.90675 1.48143
H -0.11854 3.23792 2.47571
H -3.66748 1.43396 0.03638
H -0.79771 3.29923 0.20060
H -3.94138 1.37809 3.59497
H 2.64176 -0.17397 -5.14183
H -2.47115 2.19654 4.08937
H -2.40616 0.50677 3.56953
H -2.67567 -0.79456 1.69225
H 4.09638 0.92917 -0.84088
H 0.64879 -5.18966 -1.51130
H 3.35746 -0.47811 1.03815
H -1.66898 1.91794 -0.52019
H -4.18306 3.45320 2.15005
H -0.61407 -2.12604 -2.18370
H 4.26631 -0.93314 -5.16796
*
```

---

Density functional theory data (wB97M-V/def2-TZVPD) for the molecule C20H27NO2 in a non-equilibrium geometry.

Summary:
* LUMO: 0.801 eV
* HOMO-LUMO gap: 8.87 eV
* SMILES: CC1(C)C[C@H](NCC[C@@H](c2ccccc2)c2ccco2)CCO1

ORCA input file:
```
! RIJCOSX wB97M-V def2-TZVPD def2/J DEFGRID3
* xyz 0 1
O 3.28518 2.21478 -2.55232
O -2.43430 0.36728 3.07078
N 0.33389 2.96038 1.53117
C -1.52516 -0.30379 0.86050
C 3.78498 0.62276 -4.04911
C -3.86109 0.31264 1.19301
C 2.84903 -2.44048 1.50433
C 3.17028 -1.16942 1.03928
C -1.21170 0.70167 3.69049
C 3.13446 0.97198 -1.95796
C -2.01592 2.03682 1.30432
C -2.44836 0.60701 1.64334
C -0.88977 2.18704 3.59513
C 3.43729 -0.01121 -2.83648
C 1.53748 1.77356 -0.21838
C -0.97692 2.74553 2.16716
C 1.78179 -3.14810 0.96876
C 3.67481 1.97600 -3.82144
C 1.37297 1.94879 1.31635
C 2.47528 -0.58933 -0.06977
C 2.72772 0.83956 -0.51379
C 1.42808 -1.32556 -0.68256
C 1.08896 -2.57298 -0.13546
H 3.46149 -2.82684 2.34162
H -1.64953 2.08224 0.26728
H 3.43203 -1.09376 -2.64327
H 3.96166 -0.60129 1.50307
H 0.27760 -3.12601 -0.61615
H 0.32068 3.69763 0.83607
H 2.31607 2.35259 1.71187
H -2.94437 2.64017 1.35035
H -0.39210 0.09623 3.32435
H -0.51215 -0.14472 1.17045
H -1.84482 -1.34932 1.03686
H 1.11504 0.99968 1.81178
H -4.10747 -0.72677 1.49176
H -3.99126 0.36278 0.10631
H -4.56510 1.04666 1.61315
H -1.53086 -0.16604 -0.19248
H 0.64622 1.38874 -0.70646
H 3.98993 2.71807 -4.54682
H 0.10422 2.34960 4.00272
H -1.37586 3.78724 2.32171
H -1.57996 2.71241 4.25697
H 0.90844 -0.90342 -1.56225
H 3.60366 1.27303 0.00889
H 1.47126 -4.11230 1.37636
H 1.73653 2.73441 -0.65364
H 4.17183 0.14414 -4.94913
H -1.28330 0.41875 4.75013
*
```

---

Which formula does entry 4 have? C20H27NO2